The following is a DFT calculation (wB97M-V/def2-TZVPD) of an isolated molecule of C3H6 in a non-equilibrium geometry.

* Kohn-Sham gap: 0.4265 hartree
* HOMO energy: -0.376 Eh
* energy relative to the best compared isomer or geometry (same formula, charge and spin): 24.59 kcal per mole

The geometry in ORCA input format:
```
! RIJCOSX wB97M-V def2-TZVPD def2/J DEFGRID3
* xyz 0 1
C 0.131 0.843 0.387
C -0.541 -0.451 0.453
C 0.379 -0.167 -0.688
H 0.895 0.899 1.093
H -0.480 1.685 0.102
H -1.591 -0.553 0.170
H -0.175 -1.417 0.995
H 1.218 -0.687 -0.762
H 0.164 -0.152 -1.750
*
```

Atom charges from the Mulliken analysis, given in e for atoms 1 to 4: -0.450 -0.362 -0.591 0.246